{
  "formula": "C17H34HfNO2PSi",
  "method": "ωB97M-V/def2-TZVPD",
  "elements": ["Hf", "Si", "P", "N", "H", "C", "H", "H", "H", "C", "H", "H", "H", "C", "H", "H", "H", "C", "H", "H", "H", "H", "H", "C", "C", "C", "C", "C", "C", "H", "H", "H", "H", "H", "C", "O", "C", "H", "H", "H", "C", "H", "H", "H", "C", "C", "C", "O", "C", "H", "H", "H", "H", "H", "H", "H", "H"],
  "coordinates": [[-0.21694, -0.17556, 0.18088], [-2.19297, 0.65259, -1.33394], [0.33455, -2.09411, -1.51270], [1.29107, 0.78691, -0.68412], [-1.80849, -1.49478, 3.18534], [1.56900, -3.35690, -1.10302], [1.68605, -4.08471, -1.91569], [1.27864, -3.89034, -0.19048], [2.53878, -2.88254, -0.91457], [-1.15693, -3.06233, -1.89423], [-0.90027, -3.86633, -2.59332], [-1.92717, -2.42260, -2.33940], [-1.57092, -3.50130, -0.97723], [0.89625, -1.43264, -3.11195], [0.94075, -2.22418, -3.86859], [1.89007, -0.98774, -2.99034], [0.22079, -0.63947, -3.44766], [-3.66430, -0.26379, -0.56863], [-3.73600, -0.14325, 0.51983], [-3.66262, -1.33903, -0.77943], [-4.56152, 0.18131, -1.01385], [-2.46323, 2.13363, -1.15077], [-2.02021, 0.31566, -2.81087], [2.00189, 1.67580, -1.36718], [4.15689, 2.80891, -1.71351], [3.37641, 1.90567, -1.03442], [1.47366, 2.49571, -2.43229], [2.27447, 3.41035, -3.10758], [3.63326, 3.57916, -2.76827], [5.20468, 2.93532, -1.43440], [3.76374, 1.31251, -0.19389], [0.41458, 2.38539, -2.69075], [1.86923, 4.01589, -3.91326], [4.25366, 4.28570, -3.31085], [-1.30137, -2.25713, 2.57744], [-0.62533, -1.53554, 1.52501], [-0.24382, -2.91077, 3.45207], [-0.56194, -3.87128, 3.86957], [-0.01794, -2.25525, 4.29991], [0.68247, -3.07130, 2.89138], [-2.38237, -3.18091, 2.04157], [-1.96665, -4.17289, 1.83682], [-2.86982, -2.79783, 1.13797], [-3.17554, -3.32210, 2.78554], [-0.15639, 2.66850, 3.25620], [0.55766, 3.23611, 2.03055], [-0.44158, 2.90774, 0.93799], [-0.87456, 1.50620, 1.32442], [-0.65592, 1.30823, 2.77673], [0.46189, 2.57913, 4.15123], [-1.03662, 3.27305, 3.48125], [1.47473, 2.67412, 1.81485], [0.83809, 4.29498, 2.08564], [-1.34188, 3.53374, 0.94008], [-0.04838, 2.89533, -0.08494], [0.10612, 0.52965, 2.95937], [-1.60768, 0.94930, 3.19051]],
  "atomic_forces_ev_per_a": [[3.1, 1.3, -1.3], [0.2, -0.1, -0.4], [-0.2, -0.1, -0.7], [-2.5, -1.3, 1.1], [0.0, 0.0, -0.1], [0.3, -0.3, 0.2], [-0.1, 0.1, 0.1], [0.0, 0.1, -0.2], [-0.2, 0.0, -0.1], [-0.1, -0.4, -0.2], [-0.2, 0.0, 0.0], [0.2, -0.1, 0.0], [0.2, 0.1, -0.2], [0.1, -0.1, -0.2], [0.0, 0.1, 0.1], [-0.2, -0.1, 0.1], [0.1, -0.1, 0.1], [-0.8, 0.2, -0.4], [0.1, 0.1, -0.2], [0.0, 0.2, -0.1], [-0.2, -0.3, 0.2], [0.0, -0.4, -0.3], [-0.5, 0.2, 0.4], [1.4, 1.3, -0.7], [0.2, 0.6, -0.6], [-0.6, -0.5, 0.3], [0.1, -0.5, 0.5], [0.9, 0.0, 0.3], [-0.6, -0.4, 0.2], [-0.2, 0.0, 0.0], [0.0, 0.3, -0.4], [0.3, 0.0, 0.0], [-0.1, -0.1, 0.1], [-0.1, -0.1, 0.1], [0.5, 1.1, -0.6], [-1.1, -1.2, 1.5], [0.1, -0.2, 0.5], [-0.1, 0.1, -0.1], [0.2, -0.1, -0.1], [-0.2, 0.0, 0.0], [0.0, -0.5, 0.0], [-0.1, 0.1, -0.2], [0.3, 0.1, 0.2], [0.2, 0.0, 0.0], [-0.3, -0.1, 0.2], [0.1, -0.2, -0.3], [-0.2, -0.4, 0.0], [0.1, 1.4, 0.9], [0.2, 0.2, -0.1], [0.0, 0.0, -0.1], [0.1, 0.2, 0.2], [-0.1, 0.0, 0.1], [-0.4, -0.2, 0.0], [0.1, -0.2, 0.2], [0.0, -0.4, 0.4], [-0.3, 0.2, -0.4], [0.3, 0.3, 0.0]],
  "mulliken_charge": [0.26, 0.64, 0.88, -0.21, 0.05, -1.32, 0.43, 0.35, 0.32, -1.13, 0.45, 0.24, 0.24, -1.19, 0.49, 0.29, 0.20, -1.09, 0.29, 0.22, 0.41, -0.29, -0.24, -0.18, -0.49, -0.39, 0.21, -0.64, -0.41, 0.33, 0.34, 0.27, 0.35, 0.37, 0.92, -0.36, -1.37, 0.42, 0.31, 0.25, -1.34, 0.38, 0.19, 0.39, -0.72, -0.29, -0.32, -0.36, -0.23, 0.38, 0.31, 0.12, 0.44, 0.28, 0.08, 0.26, 0.20],
  "lumo_energy_ev": 0.42,
  "homo_energy_ev": -6.163,
  "mol_weight_g_mol": 522.0,
  "fmax_ev_per_a": 3.65,
  "orbital_gap_ha": 0.242
}